Computed, not measured: C31H52N3O2P2RuS as an isolated structure in a non-equilibrium geometry, with wB97M-V/def2-TZVPD.

The geometry in XYZ format:
```
92
Properties=species:S:1:pos:R:3:forces:R:3:lowdin_spin:R:1
Ru 0.465520 -0.151768 -0.239480 1.2904 2.1346 -2.4962 3.0672
C 0.014708 3.719917 -2.762016 -0.5908 0.7136 -0.9345 0.0023
C 0.724634 3.549867 -1.429488 0.3965 0.6766 1.5103 0.0301
C 2.228938 3.312964 -1.588692 0.9297 -0.5260 0.1077 0.0017
P -0.034806 2.307832 -0.270488 -2.0421 0.0237 -1.4591 0.1222
C -1.881813 2.902150 -0.180248 -0.0483 -0.9427 0.1596 0.0237
C -2.608073 2.337600 1.079739 -0.8965 -0.5529 -1.5198 0.0011
C -2.225402 4.391431 -0.371280 0.3768 0.1224 -0.1888 0.0048
C 0.693357 2.460195 1.337346 -1.3866 0.9355 0.9734 0.0980
C 0.755752 3.715292 1.924566 0.5939 0.3338 0.3388 -0.0083
C 1.167819 3.825532 3.249206 -0.5450 -0.2152 1.0250 0.1046
C 1.040237 5.116692 4.015745 -0.8483 -0.0345 0.7093 0.0177
C 1.492249 2.643598 3.996169 0.5370 1.1648 -0.2810 -0.0115
C 1.307469 1.403364 3.417575 0.0927 -0.1474 2.2544 0.0736
C 0.653598 1.331837 2.213041 0.5450 0.2521 -1.5754 0.0349
N 0.009861 0.237836 1.740787 -0.0442 0.1090 0.6091 0.4236
C -0.802358 -0.587353 2.437496 0.5700 -0.6197 -1.3793 0.0390
C -1.067805 -0.417238 3.769629 -0.1580 0.6287 2.7020 0.0872
C -1.900796 -1.326764 4.381219 0.3892 0.4208 -0.0121 -0.0104
C -2.466914 -2.386080 3.693643 -0.5861 -0.9807 0.6264 0.1097
C -3.233085 -3.376120 4.534943 0.0584 -2.0086 0.0997 0.0193
C -2.201367 -2.591315 2.339641 0.4905 0.7954 -0.1590 -0.0048
C -1.326494 -1.708116 1.698838 0.1362 -0.3293 0.6477 0.1259
P -0.413290 -2.131947 0.152629 -2.1031 -2.2528 1.0952 0.1601
C -1.760780 -2.805532 -0.977288 1.1772 -0.6172 -0.5794 0.0325
C -1.895313 -4.348738 -0.926465 -0.6900 -0.0969 -1.0029 0.0065
C -3.099884 -2.101883 -0.848909 -0.6173 -0.1039 0.3176 0.0070
C 0.683883 -3.551051 0.704280 0.6919 -0.8961 0.1422 0.0522
C 0.050361 -4.448607 1.800354 -1.1706 0.5951 0.5138 0.0095
C 2.143979 -3.151531 1.164543 -1.0797 0.4413 -0.7759 0.0053
H 0.773297 3.721986 -3.568337 -0.3794 0.1082 0.3565 0.0000
H -0.690500 2.905887 -3.023436 0.1739 0.4298 0.2770 0.0012
H -0.519801 4.720787 -2.809551 0.4805 -1.3836 -0.0656 0.0001
H 0.579897 4.500923 -0.825206 0.4306 -0.8812 -0.7405 0.0054
H 2.535770 2.555447 -2.346389 -0.7300 0.5168 0.1196 0.0003
H 2.755886 4.248711 -1.822492 -0.2105 -0.2533 -0.0316 0.0001
H 2.688983 2.898486 -0.683062 -0.1534 0.3672 0.1609 0.0007
H -2.268233 2.362763 -1.056707 -0.0084 0.0213 0.1909 0.0041
H -2.190662 2.718024 1.997868 0.0839 0.2032 0.3489 0.0000
H -3.678715 2.657430 0.963225 0.9258 -0.2171 0.4397 0.0000
H -2.630529 1.222027 1.105387 0.2114 0.7330 0.0188 0.0013
H -2.434404 4.866414 0.592174 -0.2634 -0.0734 -0.2039 0.0005
H -1.364533 4.905318 -0.763031 0.2712 0.4516 -0.1998 0.0006
H -3.033007 4.593137 -1.121227 0.4497 -0.4633 0.9222 0.0004
H 0.386118 4.621202 1.409598 0.5940 -0.5604 0.1057 -0.0016
H 1.627503 4.966713 4.935607 -0.7839 0.3264 0.0809 0.0001
H 1.480808 5.999976 3.574867 0.0491 0.0635 -0.6213 0.0035
H -0.080473 5.366222 4.199675 1.9454 -0.5133 0.0245 0.0085
H 1.851991 2.783842 5.045081 -0.2429 -0.3720 -1.1025 -0.0014
H 1.509595 0.470980 3.969804 -0.1017 0.6250 -0.2294 0.0015
H -0.562747 0.356662 4.422508 -0.9365 -0.8503 -1.2022 0.0042
H -2.079434 -1.280772 5.441042 -0.0407 0.1919 0.2394 -0.0025
H -3.465541 -4.322645 3.947864 0.1854 1.1946 0.6565 0.0001
H -2.648876 -3.737133 5.452487 -0.6344 0.7297 -1.2917 0.0054
H -4.185658 -2.979829 4.907266 0.2103 0.0368 -0.1377 0.0074
H -2.568383 -3.480921 1.829844 -0.0710 0.3760 0.2445 -0.0015
H -1.392470 -2.508271 -1.972005 0.1776 -0.2445 0.1325 0.0055
H -2.454065 -4.562673 0.001525 0.5524 -0.5680 -0.4431 0.0001
H -2.545113 -4.666957 -1.777567 0.1442 0.3353 0.6611 0.0016
H -0.977361 -4.972318 -1.117313 -0.7337 0.8713 0.8187 0.0004
H -3.637053 -2.415349 0.069089 0.3151 0.5264 -0.4153 -0.0001
H -3.026938 -1.005955 -0.941434 0.0729 -0.3090 0.4171 0.0054
H -3.742305 -2.405094 -1.680510 0.1091 -0.1209 -0.0072 -0.0001
H 0.768983 -4.116136 -0.246612 0.0397 0.0680 0.5055 0.0021
H 0.055876 -3.912875 2.809581 0.4705 -0.9888 -1.2347 0.0003
H -1.021060 -4.652538 1.637982 0.4803 0.2449 -0.1936 0.0001
H 0.440552 -5.471654 1.812610 0.6713 0.4576 0.2601 0.0026
H 2.045392 -2.313352 1.880892 0.4304 -0.4852 -0.1612 0.0003
H 2.680626 -4.012652 1.591989 -0.4607 0.3384 0.0710 0.0001
H 2.722953 -2.837500 0.282087 -0.1378 0.1451 0.3749 0.0019
O 0.906353 -0.271937 -2.578290 -0.5520 -1.1562 -0.9914 0.1058
S -0.095647 -0.437261 -3.763933 0.9982 1.0270 0.0212 0.0197
C 0.872408 0.448004 -5.058635 -0.9027 1.0034 -0.1731 0.0047
C 1.552626 -0.666089 -5.827819 0.8461 0.7796 -1.3649 0.0005
C 0.566729 -1.797719 -6.059894 -1.1771 0.2136 -1.0024 0.0003
C -0.025846 -2.079089 -4.704775 -1.0623 0.3310 1.7217 0.0016
H 1.494894 1.235166 -4.550269 -0.3086 -1.2585 -0.2046 0.0006
H 0.189294 1.063589 -5.665513 -0.0982 -0.5449 -0.0139 0.0012
H 2.424323 -0.904555 -5.243753 0.3934 -0.8289 0.2452 0.0002
H 1.953215 -0.341044 -6.808329 -0.2400 0.1401 0.5284 0.0000
H 0.994671 -2.735806 -6.448877 0.0953 0.5277 0.0536 0.0000
H -0.218643 -1.469382 -6.818907 0.9346 -0.3464 1.0111 0.0000
H 0.670150 -2.716482 -4.157395 -0.2435 -0.0729 0.2957 0.0004
H -1.098115 -2.429891 -4.570730 1.4245 0.1007 -0.6029 0.0002
N 3.498541 -1.053858 -1.590309 -1.4112 1.0643 1.9476 0.0054
C 3.515973 -0.213072 -0.506977 0.0913 0.4304 0.5625 0.0228
N 4.745768 0.072717 -0.009768 -0.6685 -0.9314 -1.3741 0.0122
O 2.481793 0.294747 0.090860 2.2126 -1.3399 -1.4837 0.1359
H 4.323717 -1.147426 -2.102057 1.3942 -0.2564 -0.7458 0.0002
H 2.645444 -1.146906 -2.113961 -0.5155 0.2290 -0.1029 0.0033
H 5.561769 -0.345771 -0.467631 -0.4516 0.5565 0.7055 0.0012
H 4.820073 0.681690 0.774731 0.1860 0.2314 0.3531 0.0005
```
Forces are in eV/Å.

Values from the calculation:
HOMO energy (alpha / beta)	-11.358 / -13.426	eV
multiplicity	6
gap between HOMO and LUMO (alpha / beta)	7.1 / 6.3	eV
<S²>	8.8118
charge	+2


Computed, not measured: C31H52O3OsP2S as an isolated structure in a non-equilibrium geometry, with wB97M-V/def2-TZVPD.

The geometry in XYZ format:
```
90
Properties=species:S:1:pos:R:3:forces:R:3:lowdin_spin:R:1
Os -0.819802 0.580771 -1.644278 4.0342 0.0787 1.1311 1.6896
C -2.287331 1.883268 -0.783354 -1.5325 0.2692 0.0600 0.0786
C -2.820141 0.982067 -1.793974 -1.4428 1.0425 0.0849 0.0296
C -1.993910 -0.290472 -0.030196 -1.7113 -0.1435 1.3002 0.0977
C -1.876851 1.084180 0.327798 -0.7113 -0.9580 0.6259 -0.0100
C -2.670214 -0.362899 -1.300233 0.3550 -0.5649 0.7303 0.0318
C -2.479589 3.377716 -0.745271 0.2698 -0.0355 -0.1215 0.0169
H -2.206070 3.860350 -1.688831 -0.0167 -0.0694 0.1568 0.0017
H -1.906458 3.833926 0.069645 -0.0235 -0.0937 -0.2792 0.0003
H -3.536644 3.606100 -0.554722 0.1665 -0.1536 -0.0735 0.0047
C -1.671985 1.536648 1.735708 0.5175 0.0138 -0.1254 0.0004
H -1.502749 2.605653 1.822527 0.0272 -0.0379 0.0065 0.0001
H -0.856736 0.994562 2.214875 -0.0156 0.0539 0.0231 0.0085
H -2.580075 1.301288 2.301887 -0.0110 -0.0541 -0.1960 -0.0030
C -1.734775 -1.438254 0.880456 0.0900 -0.0018 0.3309 0.0307
H -2.579622 -1.539079 1.574545 0.0667 -0.0579 -0.1095 0.0082
H -0.830450 -1.280061 1.475150 -0.1548 -0.0917 -0.2359 0.0110
H -1.612838 -2.368770 0.327793 0.0244 0.0890 0.0932 0.0008
C -2.992603 -1.653241 -1.954766 0.0955 -0.5872 -0.3465 0.0105
H -3.791918 -1.565580 -2.693686 -0.0378 -0.0722 0.2652 0.0013
H -3.210998 -2.419137 -1.208773 -0.3607 0.1719 -0.0779 0.0003
H -2.096293 -2.000324 -2.477928 -0.4372 -0.1319 0.1917 0.0007
C -3.536314 1.418642 -3.022190 -0.1870 0.2612 -0.4480 0.0098
H -4.598219 1.663160 -2.872783 0.2994 -0.1989 0.2783 0.0013
H -3.471640 0.641195 -3.777985 -0.1834 0.0831 -0.0306 -0.0005
H -3.067396 2.317373 -3.429706 -0.0484 -0.0664 -0.0052 0.0011
C 1.161647 0.400182 -2.968712 0.7361 -0.4790 0.3525 0.3828
C 0.174823 1.429575 -3.107650 1.0572 2.0267 -3.2533 0.1207
C -0.357795 1.725927 -4.536290 0.5648 0.2394 0.4332 0.0143
C -1.108642 0.569856 -5.221262 -0.0642 0.1485 -0.2557 0.0015
C -1.345826 -0.639480 -4.354328 0.0456 -1.1154 -1.0915 0.0280
C -0.400810 -1.585213 -4.097524 -0.6139 0.0219 -1.3713 0.1023
C 0.984373 -1.508843 -4.674069 0.1371 -0.1984 0.1695 0.0312
C 1.807834 -0.323666 -4.115167 0.6601 -0.0416 0.2052 0.0482
H 0.542894 2.002500 -5.110690 -0.4561 0.0282 -0.0427 0.0006
H -0.530241 0.262539 -6.110440 -0.2316 0.0017 0.2663 0.0004
H -0.996278 2.625347 -4.510191 0.3107 -0.3453 0.1254 0.0000
H 2.084577 0.388583 -4.914934 -0.3133 -0.2337 0.3497 0.0063
H 1.613448 0.110136 -1.991421 -0.3845 0.4926 -0.6223 0.0309
H 0.437216 2.406660 -2.685338 0.1002 -0.0655 0.1577 0.0482
H 2.764325 -0.723951 -3.724726 -0.4266 0.2526 -0.2817 0.0030
H 1.520393 -2.452016 -4.488828 -0.2205 0.3400 -0.0137 0.0007
H -0.699579 -2.589829 -3.787837 -0.1245 0.4377 0.2863 0.0037
H 0.909552 -1.415318 -5.771295 -0.0780 -0.0190 0.3506 0.0042
H -2.084959 0.933797 -5.602904 0.6189 -0.2253 0.2293 -0.0001
H -2.387350 -0.979194 -4.379224 0.3761 0.1816 0.7488 0.0003
P 1.501742 1.985757 -0.322283 0.2881 -0.2786 0.3797 0.0889
C 1.309723 2.773957 1.299096 -0.3660 0.1669 0.4200 0.0089
H 2.172777 3.407344 1.553168 -0.1760 -0.2617 -0.2158 0.0023
H 1.195314 2.017057 2.086688 0.0632 0.1645 -0.2591 -0.0004
H 0.410239 3.402952 1.278313 0.2944 -0.0534 0.1021 0.0003
C 2.932945 0.870553 -0.078525 -0.2006 -0.3920 -0.0391 0.0178
H 3.674805 1.265693 0.627317 -0.2888 0.1146 -0.1865 0.0033
H 3.416975 0.674568 -1.041571 0.0016 0.1087 0.1470 0.0014
H 2.547247 -0.083328 0.301881 0.1131 0.1452 -0.0026 -0.0002
C 2.195525 3.362367 -1.310449 -0.4989 -0.1108 -0.2818 0.0155
H 2.434013 3.002393 -2.314373 0.1174 0.1336 0.0847 0.0012
H 3.092144 3.794965 -0.854818 -0.1569 -0.2423 0.0548 0.0028
H 1.431554 4.141624 -1.397250 0.1409 0.0353 -0.0366 0.0013
P 1.594629 -3.219112 -0.437847 -0.2360 0.7667 -0.6770 0.0023
C 0.298454 -4.218604 -1.201010 0.0871 -0.3030 0.1449 -0.0003
H 0.686262 -5.147443 -1.633303 -0.1286 0.1009 0.1341 -0.0001
H -0.178376 -3.625078 -1.990847 0.1528 -0.1155 0.2382 -0.0001
H -0.436466 -4.456592 -0.424543 -0.0012 -0.0491 -0.2163 0.0000
C 2.985452 -3.231746 -1.599673 0.1642 -0.3421 0.2405 -0.0001
H 2.753284 -2.640351 -2.497430 -0.0542 -0.1579 0.3761 0.0001
H 3.225084 -4.257564 -1.907488 0.0913 0.2322 0.0730 0.0000
H 3.849820 -2.793525 -1.082764 -0.1178 -0.0996 -0.2487 0.0000
C 2.086345 -3.946703 1.111967 0.2745 -0.4254 0.0918 0.0013
H 2.416708 -4.984202 0.964232 -0.0484 0.2190 0.1189 0.0003
H 1.247670 -3.913924 1.819207 0.1956 -0.0342 -0.2664 -0.0006
H 2.907453 -3.357244 1.546042 -0.2254 -0.1655 -0.1692 0.0001
C -0.393412 1.204413 9.023988 -0.0999 0.0591 0.1706 0.0010
C 0.013156 0.686172 7.673755 0.0127 0.1962 -0.2214 0.0047
C 0.066703 -0.686420 7.429882 0.1011 -0.2634 -0.2223 0.0056
C 0.383588 -1.182046 6.163074 -0.1773 -0.1581 0.0086 0.0157
C 0.657939 -0.285677 5.129410 -0.1184 0.1890 0.2353 0.1087
C 0.656347 1.087665 5.363614 -0.1519 0.1916 0.0177 0.0122
C 0.318453 1.574164 6.629369 0.0751 -0.4677 -0.1489 0.0023
S 0.991106 -0.911822 3.443226 1.1476 -0.2491 1.4968 0.3242
O 2.270209 -0.344613 3.015409 -0.5920 0.2646 -0.3199 0.2584
O 0.890690 -2.358837 3.549299 -0.3987 0.1478 -0.3276 0.2323
O 1.094523 -1.811582 -0.259666 -0.2429 0.5519 -0.0249 0.0345
H -1.354202 0.769592 9.328627 0.2030 0.1052 -0.0694 0.0003
H 0.335269 0.948537 9.804585 -0.0962 0.0201 -0.2540 0.0003
H -0.499038 2.291452 9.001093 -0.0001 -0.1388 0.0771 0.0000
H -0.159864 -1.385470 8.245687 0.1507 0.2810 -0.4227 0.0011
H 0.421180 -2.254589 5.983270 -0.0764 0.2554 0.0110 0.0019
H 0.920180 1.781806 4.567631 -0.0793 -0.0906 0.1174 0.0009
H 0.277847 2.646778 6.815092 0.0911 -0.2429 -0.1016 0.0004
```
Forces are in eV/Å.

Values from the calculation:
HOMO energy (alpha / beta)	-13.226 / -13.544	eV
multiplicity	5
gap between HOMO and LUMO (alpha / beta)	6.7 / 5.8	eV
<S²>	6.0389
charge	+2


Q: Which value of <S²> does entry 2 give?
A: 6.0389